34
Properties=species:S:1:pos:R:3:nbo_charge:R:1 method="wB97M-V/def2-TZVPD" e_tot_ev=-57551.530 homo_ev="-14.05 / -14.05" multiplicity=6 e_lumo_ev="-9.19 / -9.28" total_charge=+2 gap_ha="0.1788 / 0.1753" s_squared=8.754
Mn 0.71197 -2.61580 0.98749 1.75
O -1.55353 0.64965 -2.05731 -0.60
O -0.06396 2.28811 -0.56482 -0.59
O -0.44420 4.45084 -1.09814 -0.47
N 1.11169 -0.60512 4.24344 -0.46
N 1.55021 -0.99400 2.08931 -0.64
N -1.88203 -1.27029 3.54016 -0.46
N -1.16605 -1.68737 1.47296 -0.63
N -1.40063 2.88858 -2.43556 -0.49
C -0.58245 3.10952 -1.28707 0.90
C -1.06355 5.15079 -2.19878 -0.08
C 2.42966 -0.24137 4.01911 -0.02
C -2.98088 0.05304 -4.22202 -0.25
C -1.68399 4.12037 -3.12628 -0.24
C -0.77941 -1.35852 2.74351 0.27
C -2.54522 -1.61950 1.45690 -0.03
C -1.83680 1.59126 -2.77880 0.67
C -2.65611 1.34421 -3.99788 -0.34
C 0.58943 -1.03711 3.06715 0.27
C -3.00903 -1.43047 2.73587 -0.02
C 2.67943 -0.42369 2.68750 -0.04
H -2.96458 2.18181 -4.63733 0.23
H -3.11027 -1.70297 0.53517 0.27
H 3.55346 -0.18941 2.11028 0.27
H -1.18988 4.14072 -4.12038 0.22
H -3.59268 -0.30128 -5.04495 0.22
H -1.86873 -1.19997 4.57178 0.46
H -2.58081 -0.68322 -3.53815 0.21
H 0.61981 -0.63213 5.14121 0.46
H 3.06165 0.13429 4.80727 0.28
H -0.29995 5.74677 -2.70804 0.21
H -1.84258 5.81794 -1.78999 0.21
H -2.77252 4.26782 -3.23863 0.22
H -4.00595 -1.35521 3.11712 0.27